# 1
# C14H28O23S5

A 6-piece molecular cluster, C14H28O23S5 overall (wB97M-V/def2-TZVPD, the OMol25 dataset).

Geometry as XYZ:
```
70
C14H28O23S5 | the OMol25 dataset | wB97M-V/def2-TZVPD
C 37.28739 31.37718 -32.31692
C 37.98386 30.07227 -31.86849
O 39.35060 30.25766 -32.24619
C 39.86999 29.96349 -33.53267
O 39.18463 29.43838 -34.45148
O 41.20886 30.24123 -33.53619
C 42.05687 30.10736 -34.68380
H 36.23029 31.20017 -32.11865
H 37.46269 31.67544 -33.35056
H 37.45004 32.26479 -31.70553
H 37.57359 29.12567 -32.22023
H 37.69497 30.01073 -30.81927
H 41.94859 29.07923 -35.02923
H 43.11639 30.16847 -34.43522
H 41.85404 30.78687 -35.51159
C 27.08252 37.26917 -35.00428
C 26.62638 36.20950 -34.11094
O 25.57468 35.51758 -34.74961
S 24.88852 36.41225 -35.94517
O 23.54489 36.83624 -35.51743
O 25.04907 35.82179 -37.21482
O 25.98819 37.67072 -35.74470
H 27.84130 36.95176 -35.71954
H 27.37973 38.17148 -34.46985
H 26.24039 36.70113 -33.21796
H 27.49178 35.55544 -34.00422
C 30.50078 23.70880 -40.47239
C 31.76601 24.53913 -40.21244
O 31.67701 25.77320 -40.81765
S 30.17575 26.25421 -41.16141
O 30.13584 27.06910 -42.39485
O 29.57625 26.78903 -39.94870
O 29.86873 24.62281 -41.40662
H 29.78501 23.29133 -39.76423
H 30.67975 22.77926 -41.01278
H 32.51655 24.00676 -40.79670
H 32.08319 24.61766 -39.17256
C 34.60233 35.27675 -35.66953
C 33.32127 34.78543 -36.43538
O 32.27201 35.11862 -35.65458
S 32.64171 35.83283 -34.18758
O 31.98434 35.11540 -33.10316
O 32.52379 37.29593 -34.37447
O 34.21265 35.35151 -34.32359
H 35.00127 36.24006 -35.98728
H 35.38665 34.53768 -35.83297
H 33.28066 33.70171 -36.54492
H 33.14245 35.21579 -37.42072
C 32.62383 24.30851 -30.44364
C 34.08079 24.00244 -29.89343
O 33.83593 23.40659 -28.66612
S 32.59625 22.31363 -28.78749
O 31.87466 22.35153 -27.51497
O 33.14605 21.08394 -29.30151
O 31.87746 23.23952 -29.93070
H 32.57208 24.26937 -31.53171
H 32.26495 25.20861 -29.94451
H 34.71197 24.85454 -29.64115
H 34.71149 23.35163 -30.49905
C 29.39511 29.36590 -35.30964
C 30.25406 30.47493 -34.94169
O 31.56171 29.99498 -35.40362
S 31.71094 28.33759 -35.11541
O 32.41451 28.08075 -33.88669
O 32.21157 27.73094 -36.30245
O 30.10051 28.21717 -34.97655
H 29.19705 29.45289 -36.37796
H 28.42801 29.30512 -34.81050
H 30.31635 30.79152 -33.90054
H 29.93099 31.42563 -35.36580
```

Output
Structure (SMILES): O=S1(=O)OCCO1.O=S1(=O)OCCO1.O=S1(=O)OCCO1.O=S1(=O)OCCO1.O=S1(=O)OCCO1.CCOC(=O)OC
Relative energy (zero: lowest compared OMol25 entry of this formula, charge and spin), eV: 4.274
Orbital gap, eV: 10.709
Lowest unoccupied orbital energy, eV: -0.092

# 2
# C14H29BrF3NO8P2S2

A 3-piece molecular cluster, C14H29BrF3NO8P2S2 overall (wB97M-V/def2-TZVPD, the OMol25 dataset).

Geometry as XYZ:
```
60
C14H29BrF3NO8P2S2 | the OMol25 dataset | wB97M-V/def2-TZVPD
C 1.86475 -2.12062 -2.16008
C 1.80072 -1.22083 -0.92640
O 0.82934 -1.26260 -0.28498
O 2.85913 -0.43759 -0.55981
C 2.52619 0.94784 -0.36970
C 2.94791 1.92859 -1.49325
P 2.20810 1.54344 -3.20207
N 3.49272 0.33030 -3.45209
C 2.60803 2.47273 -4.79598
O 1.71084 2.34516 -5.91898
C 1.11682 1.17482 -6.10175
F 0.68378 1.15941 -7.36367
F 0.03602 1.00456 -5.37293
F 1.91905 0.13377 -5.98370
P 0.52535 2.97013 -2.65224
O -0.21647 3.54552 -4.03089
Br -1.08410 1.69959 -1.66693
H 1.09241 -1.79092 -2.85898
H 1.65778 -3.15743 -1.87746
H 2.84655 -2.09925 -2.63411
H 1.46535 1.07934 -0.13525
H 3.07895 1.26385 0.52313
H 4.02348 2.11556 -1.55494
H 2.50114 2.89188 -1.20240
H 1.26135 0.47311 -3.20189
H 4.18329 0.28069 -2.71640
H 3.90570 0.31521 -4.37513
H 2.60381 3.54108 -4.52823
H 3.62248 2.29650 -5.17001
H -1.18008 3.57742 -3.95041
C -3.79580 -3.11416 0.31421
C -2.32260 -2.82834 -0.00733
C -1.63616 -2.43385 1.30431
S -2.54712 -3.25344 2.61008
O -3.18516 -2.24605 3.42514
O -1.73134 -4.29432 3.18470
C -3.78805 -3.99594 1.56020
H -4.30516 -3.60214 -0.51643
H -4.31483 -2.17582 0.52472
H -1.85617 -3.73053 -0.41052
H -2.21606 -2.04359 -0.75525
H -0.59988 -2.75928 1.33199
H -1.69185 -1.35977 1.47780
H -4.74430 -4.02106 2.07861
H -3.46091 -5.00918 1.32647
C -0.76299 0.36809 5.69109
C -1.26471 1.77784 6.02620
C -0.87803 2.69282 4.85799
S -0.81264 1.64371 3.40163
O 0.55074 1.59671 2.92920
O -1.90739 1.97471 2.52377
C -1.17940 0.11254 4.24743
H -1.17892 -0.38075 6.36402
H 0.32606 0.33342 5.77825
H -2.35141 1.76016 6.13567
H -0.84761 2.14255 6.96474
H -1.61148 3.47982 4.69771
H 0.10927 3.12974 4.99993
H -0.63462 -0.70471 3.78014
H -2.25184 -0.06047 4.17106
```

Output
Structure (SMILES): CC(=O)OCC[PH](N)(COC(F)(F)F)P(O)Br.O=S1(=O)CCCC1.O=S1(=O)CCCC1
Orbital gap, eV: 7.990
Lowest unoccupied orbital energy, eV: 0.303

# 3
# C14H29Cl2ErN2P

C14H29Cl2ErN2P as an isolated structure (wB97M-V/def2-TZVPD, the OMol25 dataset).

Geometry as XYZ:
```
49
C14H29Cl2ErN2P | the OMol25 dataset | wB97M-V/def2-TZVPD
Er -1.79514 0.83714 -0.63014
Cl -2.83506 -0.64015 1.23644
Cl -1.98639 3.01253 -1.85380
H -1.97364 -0.35607 -2.07906
H -0.92410 1.34344 0.93431
P -4.74857 1.46873 -0.42788
C -5.59071 1.91844 1.19497
C -5.51993 2.76369 -1.51788
C -5.79222 -0.03774 -0.86583
C -4.65924 2.72854 2.12366
H -5.71312 0.92343 1.65701
C -6.96052 2.59537 1.16158
H -6.91829 3.64133 0.83490
H -7.33339 2.60781 2.19277
H -7.69659 2.06317 0.55826
H -3.66908 2.25953 2.25489
H -5.15686 2.77338 3.10874
H -4.53567 3.76142 1.75618
H -5.65785 -0.62527 0.05348
C -5.17078 -0.83356 -2.01455
C -7.30600 0.15561 -1.09979
H -7.88606 0.05202 -0.17405
H -7.65978 -0.63989 -1.77568
H -7.56969 1.11126 -1.57005
H -4.14330 -1.15096 -1.79888
H -5.17463 -0.26245 -2.95056
H -5.79918 -1.72143 -2.16722
C -4.94221 4.14174 -1.22260
H -6.57077 2.78095 -1.23646
C -5.40565 2.40001 -2.99234
H -5.19946 4.47980 -0.21451
H -5.31041 4.83155 -1.99133
H -3.84748 4.12287 -1.31866
H -4.39099 2.09937 -3.28047
H -5.65839 3.29661 -3.56844
H -6.11219 1.60588 -3.23876
N 1.54125 2.43624 0.30103
C 1.76435 1.10181 -0.11925
C 3.10517 0.63895 -0.03448
C 3.37636 -0.66234 -0.41645
C 2.31552 -1.43979 -0.92899
C 1.05603 -0.86950 -1.11526
N 0.74737 0.39505 -0.66817
H 0.62568 2.53481 0.74015
H 2.30181 2.62474 0.97788
H 3.85498 1.33511 0.35970
H 4.37372 -1.08285 -0.27833
H 2.43055 -2.47244 -1.24340
H 0.27106 -1.43102 -1.66468
```

Output
Net charge: -1
Orbital gap (spin up / spin down), eV: 6.743 / 6.749
Spin multiplicity: 4
Lowest unoccupied orbital energy (spin up / spin down), eV: 2.901 / 2.901

# 4
# C14H29Cl4N4O2

A 2-piece molecular cluster, C14H29Cl4N4O2 overall (wB97M-V/def2-TZVPD, the OMol25 dataset).

Geometry as XYZ:
```
53
C14H29Cl4N4O2 | the OMol25 dataset | wB97M-V/def2-TZVPD
C 6.23577 -3.26863 0.76491
O 5.87956 -2.46337 -0.34022
C 4.82318 -1.57690 -0.03541
C 4.48123 -0.82829 -1.31220
C 3.15705 -0.06357 -1.26006
C 2.95295 0.79465 0.00530
C 1.91084 0.24639 0.99442
C 0.47181 0.76936 0.81264
C 0.10656 1.10873 -0.63331
C -1.37698 1.49747 -0.87008
N -2.27727 1.21136 0.24333
C -2.78231 -0.13400 0.60520
C -2.40553 -1.22446 -0.39780
C -1.88385 -2.48015 0.29253
N -2.39763 -2.79936 1.58194
O -1.09035 -3.18432 -0.28731
C -2.64221 2.26039 1.03844
N -2.34198 2.29746 2.34017
N -3.40374 3.31639 0.53398
H 5.36660 -3.73300 1.23481
H 6.87332 -4.06062 0.38472
H 6.80456 -2.67247 1.48156
H 5.17584 -0.87961 0.73150
H 3.95725 -2.15703 0.30519
H 4.40550 -1.58477 -2.09296
H 5.31997 -0.19299 -1.59017
H 3.16276 0.61784 -2.11180
H 2.34130 -0.76316 -1.44293
H 2.73546 1.81823 -0.29284
H 3.89800 0.85521 0.53986
H 1.93585 -0.84047 0.95427
H 2.24608 0.52887 1.99145
H 0.29499 1.63138 1.45529
H -0.18256 -0.05193 1.11565
H 0.71814 1.95305 -0.94341
H 0.38912 0.28919 -1.28856
H -1.71920 0.97485 -1.75985
H -1.41085 2.55187 -1.13569
H -2.47552 -0.37776 1.62278
H -3.86929 -0.06760 0.64890
H -3.28768 -1.52832 -0.95599
H -1.62147 -0.94742 -1.09113
H -2.65068 -3.77492 1.63636
H -1.76513 -2.54330 2.32525
H -1.87842 1.46238 2.67945
H -1.92760 3.15933 2.67924
H -4.32095 2.89058 0.35998
H -3.07107 3.59293 -0.38639
C -6.58108 1.67370 -2.23921
Cl -6.27644 1.90886 -0.49783
Cl -5.02375 1.56764 -3.07562
Cl -7.48161 0.18236 -2.46418
Cl -7.49856 3.03797 -2.85420
```

Output
Net charge: +1
Orbital gap, eV: 7.049
Lowest unoccupied orbital energy, eV: -4.434

Number 1: strongest force on any atom 4.84 eV Å⁻¹, electronic energy -116231.24173 eV. Number 2: strongest force on any atom 3.73 eV Å⁻¹, electronic energy -151300.04596 eV. Number 3: strongest force on any atom 1.98 eV Å⁻¹, electronic energy -79926.78195 eV. Number 4: strongest force on any atom 1.27 eV Å⁻¹, electronic energy -75125.12607 eV.